(1)
ORCA calculation (ωB97M-V/def2-TZVPD) on a molecular structure, C28H51N4O12PS2ScSi.

ORCA input file:
```
! RIJCOSX wB97M-V def2-TZVPD def2/J DEFGRID3
* xyz -1 1
H -3.513 3.482 0.248
H 0.355 -0.399 6.738
O 1.616 2.198 -0.190
H 4.754 -2.289 5.441
H 6.412 -1.913 4.945
C -5.218 -1.735 0.942
H 1.497 2.869 -2.442
C 1.332 1.405 4.883
C 5.562 -2.575 4.767
H 0.114 -3.060 1.521
C 3.887 -3.352 3.080
H 3.060 -3.076 3.736
H 2.707 0.693 7.175
H -3.609 -0.517 0.186
H 1.109 -3.209 -2.449
H 3.439 -0.786 6.529
Sc 0.385 0.321 0.412
C -2.514 3.406 -0.174
O -1.727 0.449 3.644
H -2.329 -0.862 -3.657
H -0.086 -1.927 -2.549
H -1.825 3.087 0.608
H -2.260 -0.727 -1.898
C 5.155 1.688 1.114
H 3.182 1.484 -1.578
O -2.586 2.434 -1.230
O 3.794 1.315 3.091
O -1.875 -2.993 -0.635
H 3.544 -2.188 -3.537
S -1.744 -0.245 2.382
C -3.828 -1.726 3.337
C 4.407 3.537 2.625
O 2.372 -0.636 4.125
C 4.865 2.086 2.557
H 5.877 2.163 4.462
N 1.771 -0.079 -2.000
P -1.182 1.784 -1.711
H -5.418 -2.938 4.093
C -4.014 -1.050 1.036
Si 3.376 -0.261 2.896
H 5.194 4.207 2.271
C 0.783 -0.843 5.836
H -3.568 0.095 -2.806
H 7.073 -2.148 2.517
H 5.861 -3.602 4.991
H 0.933 1.894 5.775
C -5.026 -2.409 3.231
N -0.591 -1.269 2.234
C -2.518 -0.198 -2.815
H 4.949 -0.137 -2.901
H 3.517 3.680 2.012
H -7.726 -2.891 2.715
C 6.216 -2.805 2.353
H 0.682 2.055 -3.801
C 0.875 -2.254 -2.925
C 6.097 1.871 3.433
S 2.587 -0.744 1.034
H 3.545 -3.272 2.049
H -7.514 -3.003 0.965
O -0.477 -1.266 -0.529
H 5.868 -2.670 1.327
C 1.915 -1.234 -2.618
C -1.119 -2.265 -0.008
H -6.862 -4.257 2.020
H 6.379 0.819 3.422
H 6.535 -3.841 2.486
C 1.889 0.044 5.273
H 3.840 0.787 5.813
O -1.705 0.969 -3.003
O -1.666 0.668 1.202
H -5.756 -1.738 0.002
C 0.683 2.938 -3.161
C -5.737 -2.424 2.030
N 3.193 -1.383 -3.051
O 4.804 -1.069 3.102
H 0.516 1.294 4.168
C 3.009 0.532 -2.048
N 1.308 2.853 0.835
H -3.280 -1.703 4.271
H -2.207 4.369 -0.582
O -0.569 3.072 -2.477
C -7.031 -3.183 1.925
C 3.041 0.194 6.262
C 3.901 -0.255 -2.694
H 0.798 3.830 -3.772
C -0.820 -2.491 1.479
O 0.550 2.208 1.594
H 4.165 -4.389 3.282
H 5.480 0.648 1.058
H 4.160 3.799 3.655
H 6.936 2.472 3.073
H 4.254 1.795 0.509
H 5.942 2.325 0.704
H 0.814 -2.416 -4.005
C -3.325 -1.048 2.234
C 5.092 -2.446 3.321
H 1.186 -1.828 6.084
H 2.110 2.038 4.448
H -1.608 -3.116 1.907
H -0.002 -0.958 5.089
*
```

For the highest occupied orbital energy, the calculation gives -5.361 eV. The total energy is -4407.85626 a.u. The gap between HOMO and LUMO is 7.81 eV. The relative energy (zero: lowest compared OMol25 entry of this formula, charge and spin) is 0.0000 eV.

(2)
ORCA calculation (ωB97M-V/def2-TZVPD) on a molecular structure, C28H52As2N5O3Ti in a non-equilibrium geometry.

ORCA input file:
```
! RIJCOSX wB97M-V def2-TZVPD def2/J DEFGRID3
* xyz 2 2
H -1.318 4.309 -0.386
C 0.186 2.339 -3.246
C 2.890 -0.177 -1.641
H 2.293 1.098 -3.959
C -2.315 1.453 2.835
H -2.257 -2.836 -3.333
C 1.496 -5.553 -0.230
H -3.373 -2.404 0.653
H -1.944 -3.460 0.611
H 0.013 -3.568 2.058
H 0.374 3.842 -0.584
As -1.796 -1.605 -1.180
H 1.603 -0.519 -4.193
C -3.534 -0.967 -1.846
C 2.936 1.160 -0.950
C 1.731 -4.570 -1.177
H 1.242 2.669 4.942
H 3.335 -2.458 1.909
C -1.404 -2.833 -2.657
As -0.643 0.638 2.140
H 0.691 3.305 3.402
C 0.494 2.543 4.159
H -1.275 -3.833 -2.245
H 0.318 0.419 4.420
H -1.855 -2.504 4.173
H -1.490 -1.704 1.836
H -2.819 -1.069 3.875
C -1.001 -1.220 2.676
O 2.201 -0.719 1.652
H 2.205 -4.780 -2.125
N 0.744 -2.905 0.248
H -3.187 -3.594 -0.642
C 1.349 -3.269 -0.881
O 3.841 -0.576 -2.258
H -0.571 3.228 0.791
H -4.054 -0.392 -1.083
H 1.094 0.833 -5.224
H 1.786 -6.578 -0.416
C 4.074 1.934 -1.018
H -2.915 3.202 1.660
C -0.604 3.488 -0.262
C 1.666 -2.192 -1.868
C -2.588 2.946 2.664
C 0.514 -3.864 1.143
H -0.476 2.758 4.605
C -1.037 2.770 -2.492
O 1.851 -2.422 -3.031
H 1.092 2.751 -2.789
C -2.651 -2.904 0.008
N -1.018 2.330 -1.074
C 0.572 1.117 3.622
H 3.324 -1.341 3.299
N 0.303 0.876 -3.264
H 0.685 -5.915 1.734
C 3.165 3.286 0.717
H -3.455 -0.376 -2.757
H -1.729 0.267 -3.094
H 0.121 2.744 -4.266
C 0.881 -5.189 0.958
H -2.259 1.216 3.898
H -3.394 3.233 3.340
H -4.121 -1.857 -2.069
H -1.237 0.744 -4.732
C -1.798 -1.437 3.957
H -0.008 -1.664 2.759
H 1.888 -2.301 2.914
C 2.728 -1.761 2.488
H -3.057 2.881 -0.824
C -2.409 2.004 -0.716
C 4.185 3.040 -0.189
H 1.576 0.875 3.284
H 5.061 3.675 -0.224
H -1.922 2.354 -2.969
C 1.389 0.546 -4.208
H -2.777 1.230 -1.375
H 2.963 -0.238 1.310
H -1.335 -0.960 4.822
N 1.736 -0.883 -1.322
H 3.229 4.095 1.431
N 1.891 1.448 -0.144
H 1.245 2.648 1.406
H 4.862 1.628 -1.692
H -3.140 0.867 2.424
Ti 0.335 0.175 -0.490
H -1.727 3.563 2.914
C -0.908 0.247 -3.811
H -1.139 3.857 -2.547
H -0.509 -2.575 -3.214
H -2.473 1.654 0.312
C 2.048 2.474 0.708
H -0.683 -0.790 -4.054
*
```

For the highest occupied orbital energy (spin up / spin down), the calculation gives -14.607 / -14.638 eV. The total energy is -6918.14814 a.u. The gap between HOMO and LUMO (spin up / spin down) is 8.00 / 8.25 eV. The relative energy (zero: lowest compared OMol25 entry of this formula, charge and spin) is 2.3776 eV.

(3)
ORCA calculation (ωB97M-V/def2-TZVPD) on 2 unconnected molecules or ions with the total composition C28H52BN2O6PS in a non-equilibrium geometry.

ORCA input file:
```
! RIJCOSX wB97M-V def2-TZVPD def2/J DEFGRID3
* xyz 1 2
H -2.502 -3.749 -1.417
O 2.477 4.043 1.304
C -0.296 4.816 3.705
C -2.610 2.386 4.491
C 2.310 -3.092 -6.444
B -1.822 -0.914 -0.341
H 2.009 -1.228 -3.841
O -2.758 -1.834 -0.688
O 0.580 -4.495 -6.017
O 2.163 5.701 -0.238
H 0.364 3.236 2.385
C -0.214 -1.456 6.461
C 3.609 -2.593 -5.778
H -0.169 4.517 5.827
C -0.908 4.314 5.032
C -1.995 -0.032 1.012
C 2.143 4.535 0.071
H -0.865 -2.037 -6.090
H 0.122 5.828 3.836
H 4.230 -3.434 -5.464
H 0.314 -2.496 1.277
H 3.462 -1.966 -4.904
C 1.397 -2.059 -3.492
H -2.577 -0.256 5.416
H -1.091 4.921 2.952
C -1.970 0.163 3.372
C 2.805 -4.145 -7.440
H 3.230 -5.010 -6.929
P -3.177 3.792 1.616
C -1.768 -0.516 4.719
C 1.765 3.477 -0.976
C -0.374 -0.328 5.380
C -2.602 2.067 1.979
H -1.209 2.499 6.137
C -0.066 -1.615 -5.471
C 0.562 -2.719 -4.613
H 4.192 -1.999 -6.484
H 0.455 -0.330 4.660
H -1.104 -3.110 -0.444
C -0.549 -3.434 -3.852
C 0.062 -1.988 2.221
H 2.672 5.014 3.107
H -0.450 2.178 4.591
C 1.653 -1.962 -7.249
H -1.881 -1.598 4.546
C -2.383 1.501 3.256
O -0.678 -0.605 -1.094
H 1.321 -2.235 3.959
H -3.163 1.808 5.244
C 1.880 4.762 2.383
H -0.147 -4.241 -3.235
H -0.160 -3.280 3.997
H 2.018 -4.496 -8.106
H -0.541 -0.870 -4.826
H -3.215 3.266 4.261
H -2.639 -3.602 0.386
H -1.052 -2.727 -3.190
H 1.671 -0.353 -5.801
C 0.945 -0.928 -6.384
H 1.762 3.916 -1.979
H 0.375 -2.306 6.104
O -1.392 -1.853 2.258
S -2.023 4.501 0.203
H -1.201 -1.736 6.850
H -0.894 0.258 -1.487
H 2.042 -2.783 -2.991
N 1.393 -3.669 -5.413
C -2.397 1.269 0.848
H -2.552 1.687 -0.149
H 1.273 3.248 3.884
N -1.792 -0.545 2.230
H 1.217 -3.682 2.952
H 0.426 -0.208 -7.022
H 2.576 2.729 -0.978
H -3.212 4.603 2.765
H 2.403 -1.467 -7.869
C -1.208 2.800 5.077
H -0.290 0.605 5.945
H 0.740 -1.630 -2.730
H -1.803 4.884 5.332
C 0.826 3.916 3.130
H 0.557 -1.008 2.205
H -1.316 -3.849 -4.505
H 3.587 -3.720 -8.072
H 0.794 3.045 -0.699
H 0.320 -1.010 7.315
C -2.199 -3.187 -0.528
H -4.460 3.628 1.035
H 1.413 5.710 2.088
C 0.633 -2.852 3.372
H 0.922 -2.387 -7.945
*
```

For the highest occupied orbital energy (spin up / spin down), the calculation gives -10.168 / -10.925 eV. The total energy is -2423.11961 a.u. The gap between HOMO and LUMO (spin up / spin down) is 5.79 / 6.55 eV.

(4)
ORCA calculation (ωB97M-V/def2-TZVPD) on a molecular structure, C28H52BN6O3RuSSi.

ORCA input file:
```
! RIJCOSX wB97M-V def2-TZVPD def2/J DEFGRID3
* xyz 0 6
H -2.214 -0.369 -2.231
H 0.135 2.013 1.947
O 0.410 3.450 -2.304
H -1.924 -5.238 2.445
H -3.983 -2.056 3.945
O -0.355 1.206 -3.439
C 3.260 -1.020 3.618
C 3.124 -1.519 4.918
H 0.139 5.554 0.336
H -0.718 5.589 -3.346
H 0.938 -6.569 0.454
N 2.228 -1.424 2.890
C 0.928 -5.559 0.830
C -0.862 5.477 -2.271
H 0.906 3.951 0.274
H -0.414 -3.448 4.021
H -0.748 -5.763 3.648
H 0.350 -0.847 -4.811
H 0.019 3.417 -4.882
C -0.148 2.508 -5.461
H 2.581 -4.496 -1.565
C 0.075 0.010 -5.427
H 1.333 -2.618 -1.511
C 1.865 1.455 -4.418
H -1.216 2.410 -5.665
H -3.708 1.836 0.347
C -2.926 0.043 -1.513
C -3.995 2.140 -0.661
C -3.020 1.557 -1.680
C -0.938 1.868 2.034
H 3.875 0.741 2.585
N -0.856 -1.661 2.736
C -3.001 -2.477 3.742
N 1.435 -3.406 1.118
H -5.004 1.780 -0.864
H -3.113 -3.298 3.033
H 3.578 -3.714 -0.332
H 0.384 2.588 -6.410
H -1.778 4.909 -2.098
C 0.111 -5.040 1.815
H 2.045 2.365 -3.846
H -1.327 2.513 2.824
N 0.438 -3.741 1.970
H -0.844 4.101 0.055
H -0.965 6.466 -1.820
H -3.902 -0.418 -1.675
H 1.611 6.455 -1.539
C 4.319 -0.166 2.999
Ru 1.516 -0.936 0.814
H -0.988 -0.058 -5.662
H -1.390 2.170 1.091
H 3.441 -5.483 -0.386
Si -0.256 1.995 -2.026
C -1.230 0.443 2.358
H 2.455 4.892 -1.483
C -0.964 -5.738 2.579
H -2.602 -2.894 4.669
H 2.241 0.607 -3.846
H 2.979 -1.804 -1.335
H 2.407 1.510 -5.363
C 1.944 -2.244 4.913
H 0.644 -0.024 -6.357
H 0.305 -2.594 6.243
H -3.991 3.230 -0.712
H 1.202 -4.046 5.797
C 1.909 -1.698 -1.510
H -2.584 -0.201 -0.505
H -4.457 1.521 -3.292
N -0.328 -0.524 2.219
C 2.902 -4.546 -0.523
C 1.301 -2.986 6.036
B 0.096 -2.811 3.152
S 0.969 0.969 -0.599
C 0.316 4.727 -1.651
C 1.752 -4.496 0.429
C -2.110 -1.425 3.173
H 1.800 5.489 -3.017
H -2.762 1.510 -3.818
C 0.368 1.303 -4.675
H -1.055 -6.761 2.222
H 1.906 -2.888 6.934
H -3.299 0.432 3.180
C -3.462 1.923 -3.096
N 1.418 -2.171 3.674
C -2.390 -0.094 2.939
H 3.796 -1.376 5.748
C 1.630 5.441 -1.940
O -1.743 2.144 -1.385
H 4.800 -0.704 2.179
H 5.077 0.113 3.727
H 1.684 -1.055 -2.347
H -3.488 3.008 -3.215
C 0.116 4.576 -0.145
*
```

For the highest occupied orbital energy (spin up / spin down), the calculation gives -6.781 / -8.226 eV. The total energy is -2459.96810 a.u. The gap between HOMO and LUMO (spin up / spin down) is 7.39 / 7.00 eV. The relative energy (zero: lowest compared OMol25 entry of this formula, charge and spin) is 1.7721 eV.

(5)
ORCA calculation (ωB97M-V/def2-TZVPD) on 2 unconnected molecules or ions with the total composition C28H52Br5N4O8P2 in a non-equilibrium geometry.

ORCA input file:
```
! RIJCOSX wB97M-V def2-TZVPD def2/J DEFGRID3
* xyz 1 1
C 0.659 5.096 -3.291
O 1.645 -5.212 -0.805
C -1.038 1.218 -0.340
C -0.362 -1.110 -1.392
C 0.690 0.210 2.091
H 1.307 -0.186 0.107
C 1.359 2.641 5.422
C -3.553 -2.419 -3.363
H -4.306 -3.329 -3.190
H 0.896 3.481 4.715
C 0.820 -4.849 3.250
O 3.431 1.114 5.141
H 0.526 -0.581 2.975
C 2.495 1.829 4.501
H -3.712 -0.184 3.669
C -0.184 5.356 -5.343
H -1.889 1.650 1.857
Br -3.945 -0.458 -0.442
H -2.137 -4.253 -0.288
O 1.077 4.009 -4.008
C -1.544 5.497 -5.997
H 2.739 -2.053 1.878
C -3.849 -0.218 2.482
N -2.401 -2.675 -2.363
H 2.176 -3.731 1.262
N 2.364 2.003 3.005
H 1.458 -5.416 4.085
H -4.840 -0.837 2.316
H -2.920 3.969 -0.145
Br 1.646 -3.192 -4.497
C 2.683 -2.954 -2.827
C 0.622 -2.144 0.773
H 1.834 3.167 6.354
H -4.092 -1.399 -3.203
P 0.757 -0.186 -2.653
H -2.072 -3.626 -2.714
H 2.992 3.306 1.381
O 0.070 0.326 -4.114
C 1.204 -3.253 3.244
C 2.299 0.651 2.278
P 0.311 -4.141 -1.274
H 0.574 1.130 -4.444
N -0.933 -0.282 -0.176
C 2.292 -2.262 -1.399
C 0.744 -2.292 -0.891
H 2.002 1.658 -2.823
C 0.321 -0.493 0.715
H 0.257 -2.652 3.591
H 2.851 0.811 1.262
H -1.296 -5.933 -0.530
O 1.016 5.349 -2.154
H 2.020 -3.103 4.101
H -0.759 -1.993 -3.466
H 2.896 -2.979 -0.647
H 3.953 5.175 2.664
C 3.615 4.274 3.359
H -2.034 -2.112 0.082
H 2.877 -1.241 -1.177
H -3.547 3.302 1.488
H 0.791 3.542 -6.005
O 1.856 0.956 -2.102
Br -1.837 1.989 -1.998
H -1.055 -5.897 3.290
H -1.679 -0.815 2.722
C -1.431 -1.577 -2.567
H 0.568 5.921 -5.908
C -2.489 -1.030 1.939
H 0.124 1.148 2.467
C -3.107 2.941 0.435
H 2.896 -0.133 2.912
H 0.104 1.575 -0.345
C 3.424 2.906 2.417
H -0.594 3.255 -4.921
H -3.162 -2.468 -4.464
C -1.763 2.105 0.794
H -3.983 2.391 -0.083
Br -0.480 3.676 1.170
H -1.749 6.550 -6.219
C 1.780 -2.720 1.764
N -0.628 -5.016 3.650
C 0.238 3.932 -5.146
C -2.202 -0.962 0.373
H -2.044 -0.687 -3.041
O -0.212 5.858 -4.017
H 4.471 2.410 2.253
Br -3.020 -2.964 2.401
H -0.783 -4.796 0.938
H 4.375 4.068 4.229
H 2.560 4.600 3.803
H -2.343 5.160 -5.327
H 0.972 -5.303 2.182
O 3.967 -3.409 -2.935
C -1.120 -4.813 -0.208
H 0.488 1.899 5.669
H -0.794 -4.874 4.670
H -0.313 -2.671 1.296
H -1.601 4.931 -6.932
H 1.612 -6.045 -1.392
H -3.901 0.894 2.142
*
```

For the highest occupied orbital energy, the calculation gives -10.345 eV. The total energy is -15471.02919 a.u. The gap between HOMO and LUMO is 7.65 eV.

Question: Which value of total energy does entry 5 give?
Answer: -15471.02919 a.u.